ORCA calculation (ωB97M-V with the def2-TZVPD basis set) on a molecular structure, C37H23ClF5MnN2O3Si at a distorted geometry.

Geometry as XYZ:
```
73
Properties=species:S:1:pos:R:3:mulliken_charge:R:1
Mn 1.456 -0.179 -0.699 0.74
Cl 2.533 1.425 6.592 -0.25
C 3.010 1.003 4.973 0.47
C 4.343 1.102 4.611 -0.65
C 4.711 0.787 3.312 -0.37
C 3.760 0.386 2.382 -0.16
C 2.431 0.276 2.774 0.32
C 2.048 0.581 4.071 -1.03
C 4.208 0.115 0.943 -0.19
O 5.408 0.066 0.711 -0.73
O 3.277 0.003 0.068 -0.45
H 5.078 1.424 5.335 0.41
H 5.742 0.855 2.994 0.48
H 1.691 -0.057 2.058 0.42
H 1.018 0.495 4.389 0.48
N 2.527 7.216 -0.013 -0.50
C 2.294 6.122 -0.274 -0.06
C 2.024 4.764 -0.594 0.74
C 0.719 4.285 -0.729 -0.95
C 0.515 2.962 -1.044 -0.34
N 1.498 2.067 -1.222 0.09
C 2.752 2.552 -1.142 -0.39
C 3.059 3.855 -0.826 -0.88
H -0.122 4.951 -0.599 0.53
H -0.493 2.595 -1.173 0.47
H 3.549 1.849 -1.347 0.61
H 4.090 4.175 -0.777 0.49
F -0.402 -5.310 -4.731 -0.35
C 0.200 -4.591 -3.764 0.57
C 0.514 -5.179 -2.548 0.25
F 0.260 -6.483 -2.371 -0.33
C 1.069 -4.444 -1.521 0.04
F 1.320 -5.047 -0.348 -0.41
C 1.330 -3.060 -1.650 0.59
O 1.719 -2.294 -0.698 -0.88
C 1.096 -2.548 -2.950 0.27
F 1.439 -1.237 -3.109 -0.45
C 0.513 -3.258 -3.972 0.07
F 0.250 -2.688 -5.153 -0.37
C -3.022 -0.525 -4.310 -0.64
C -1.919 0.287 -4.090 -0.82
C -1.308 0.304 -2.846 0.02
C -1.766 -0.491 -1.790 0.70
C -2.863 -1.316 -2.042 -0.41
C -3.492 -1.327 -3.280 -0.78
Si -0.904 -0.355 -0.055 1.12
C -1.781 1.218 0.650 0.63
C -2.796 1.891 -0.035 0.04
C -3.350 3.066 0.460 -0.68
C -2.893 3.602 1.656 -0.58
C -1.895 2.942 2.361 -0.48
C -1.352 1.769 1.859 -0.49
C -1.776 -1.735 0.963 0.42
C -1.259 -3.032 0.994 -0.60
C -1.857 -4.042 1.732 -0.56
C -2.993 -3.772 2.481 -0.44
C -3.521 -2.489 2.474 -0.75
C -2.923 -1.487 1.722 -0.35
H -3.501 -0.546 -5.281 0.34
H -1.531 0.902 -4.894 0.41
H -0.428 0.922 -2.706 0.17
H -3.231 -1.962 -1.251 0.38
H -4.351 -1.967 -3.444 0.37
H -3.155 1.497 -0.979 0.43
H -4.138 3.567 -0.091 0.38
H -3.309 4.528 2.036 0.35
H -1.539 3.347 3.301 0.41
H -0.566 1.270 2.415 0.21
H -0.359 -3.248 0.440 0.35
H -1.432 -5.039 1.731 0.45
H -3.456 -4.551 3.075 0.35
H -4.407 -2.268 3.059 0.38
H -3.360 -0.495 1.726 0.38
```

## Properties
⟨S²⟩: 8.76
2S+1: 6
Energy relative to the best compared isomer or geometry (same formula, charge and spin): 12.54 kcal per mole
DFT total energy: -4159.1500 a.u.
Orbital gap (alpha / beta): 5.873 / 6.355 eV
Largest force on an atom: 1.7 eV/A
Charge: -1
LUMO energy (alpha / beta): 1.12 / 1.07 eV